w:
This record from OMol25 describes a molecular structure, C2H3I2NO. The level of theory is ωB97M-V/def2-TZVPD.

Geometry as ORCA input:
```
! RIJCOSX wB97M-V def2-TZVPD def2/J DEFGRID3
* xyz 0 1
C -1.62 3.27 -1.94
C -0.21 0.01 -0.10
N -0.40 2.37 -0.08
O -0.02 1.36 -0.65
I -1.43 5.35 -1.73
I -0.70 2.38 -3.57
H -1.04 -0.22 -0.65
H -0.39 -0.14 0.94
H 0.60 -0.58 -0.45
*
```

The HOMO-LUMO gap (spin up / spin down) is 7.3 / 7.2 eV.


x:
This record from OMol25 describes 2 unconnected molecules or ions with the total composition C2H3I2NO. The level of theory is ωB97M-V/def2-TZVPD.

Geometry as ORCA input:
```
! RIJCOSX wB97M-V def2-TZVPD def2/J DEFGRID3
* xyz 0 1
C -1.80 -1.81 -2.25
C -0.35 -0.07 -0.17
N -1.41 -0.79 -1.90
O -1.07 0.35 -1.29
I -4.28 -1.02 0.45
I -4.08 1.56 -0.16
H -0.41 0.77 0.61
H 0.82 -0.17 -0.32
H -0.63 -0.99 0.32
*
```

The HOMO-LUMO gap is 7.6 eV.


How do the energies compare? Relative to the most stable structure, in kJ/mol: w 399.6; x 0.0.